# 1
DFT (wB97M-V/def2-TZVPD) results for the molecule C17H19N3O2S.

## Properties
**Electronic energy**: -37334.7132 eV
**Total charge**: 0
**HOMO-LUMO gap**: 8.0 eV
**E_HOMO**: -0.296 hartree
**Relative energy (zero: lowest compared OMol25 entry of this formula, charge and spin)**: 486.9 kJ/mol
**LUMO**: -0.040 eV

The geometry in XYZ format:
```
42
C17H19N3O2S (wB97M-V/def2-TZVPD)
O -3.603 -0.428 -2.154
N 1.091 1.032 1.397
N 1.556 2.129 2.093
O 0.316 0.374 -0.730
S 0.920 2.948 -0.313
C 0.707 1.312 0.178
C 1.563 3.189 1.303
C 3.291 6.964 2.519
C 3.432 5.803 3.349
C 2.591 6.862 1.293
C 2.869 4.588 2.969
C 1.954 5.645 0.969
C 2.096 4.484 1.749
C -2.251 -2.903 -0.037
C -0.976 -3.161 -0.904
C -1.914 -1.966 1.136
C -0.142 -0.877 -0.240
C -3.300 -2.200 -0.895
C -1.538 -1.160 -2.261
C -2.473 0.000 -0.372
C -0.431 -1.810 -1.409
C -1.408 -0.648 0.597
N -2.749 -0.968 -1.437
H 3.711 7.921 2.858
H 4.006 5.802 4.298
H 2.585 7.688 0.600
H 2.989 3.649 3.525
H 1.467 5.585 0.012
H -2.636 -3.844 0.387
H -0.195 -3.661 -0.322
H -1.147 -3.824 -1.741
H -2.797 -1.843 1.757
H -1.132 -2.439 1.734
H 0.653 -1.366 0.317
H -3.595 -2.872 -1.710
H -4.157 -1.934 -0.272
H -1.126 -0.175 -2.578
H -1.805 -1.735 -3.188
H -3.420 0.188 0.120
H -2.078 0.918 -0.816
H 0.469 -1.997 -2.031
H -1.260 0.022 1.465
```


# 2
DFT (wB97M-V/def2-TZVPD) results for a structure of composition C19H20BIrN10O2.

## Properties
**Electronic energy**: -42510.3729 eV
**Multiplicity**: 2
**Total charge**: +3
**HOMO-LUMO gap (alpha / beta)**: 5.2 / 2.0 eV
**E_HOMO (alpha / beta)**: -0.579 / -0.579 hartree
**Relative energy (zero: lowest compared OMol25 entry of this formula, charge and spin)**: 0.0 kJ/mol
**LUMO (alpha / beta)**: -10.602 / -13.788 eV

The geometry in XYZ format:
```
53
C19H20BIrN10O2 (wB97M-V/def2-TZVPD)
Ir 0.436 -0.257 0.579
C 1.755 2.620 -2.156
C 1.292 2.285 -0.896
N 1.110 0.956 -0.847
N 1.445 0.427 -2.031
C 1.840 1.420 -2.842
B 1.418 -1.090 -2.263
N 2.289 -1.723 -1.161
C 3.309 -2.598 -1.161
C 3.629 -2.920 0.149
C 2.748 -2.201 0.929
N 1.946 -1.483 0.123
N 0.002 -1.595 -1.962
C -0.758 -2.530 -2.547
C -1.942 -2.659 -1.834
C -1.828 -1.771 -0.785
N -0.651 -1.122 -0.881
N 1.871 -1.385 -3.674
C 1.164 -1.360 -4.823
C 2.076 -1.476 -5.882
C 3.351 -1.529 -5.253
N 3.239 -1.435 -3.944
H 2.003 3.605 -2.521
H 1.095 2.922 -0.044
H 2.169 1.234 -3.855
H 3.752 -2.935 -2.081
H 4.399 -3.594 0.490
H 2.658 -2.168 2.005
H -0.420 -3.070 -3.420
H -2.774 -3.313 -2.052
H -2.539 -1.549 0.000
H 0.085 -1.259 -4.856
H 1.869 -1.434 -6.943
H 4.324 -1.584 -5.722
O -5.077 4.378 2.349
C -4.872 3.630 3.483
N -3.664 2.895 3.298
C -3.231 1.973 4.239
O -3.886 1.764 5.230
C -1.925 1.262 4.000
C -1.225 0.826 5.128
C -0.043 0.128 4.973
C 0.413 -0.140 3.703
N -0.272 0.243 2.593
C -1.435 0.941 2.752
H -5.810 4.994 2.446
H -5.691 2.918 3.709
H -4.804 4.235 4.409
H -3.100 3.175 2.505
H -1.622 1.039 6.113
H 0.522 -0.217 5.829
H 1.340 -0.672 3.553
H -1.977 1.198 1.847
```


# 3
DFT (wB97M-V/def2-TZVPD) results for a structure of composition C3H6N2O.

## Properties
**Electronic energy**: -8232.0596 eV
**Total charge**: 0
**HOMO-LUMO gap**: 9.8 eV
**E_HOMO**: -0.333 hartree
**Relative energy (zero: lowest compared OMol25 entry of this formula, charge and spin)**: 447.6 kJ/mol
**LUMO**: 0.714 eV

The geometry in XYZ format:
```
12
C3H6N2O (wB97M-V/def2-TZVPD)
N 1.686 -0.056 0.669
C 0.755 0.820 -0.120
O 1.171 1.887 -0.440
C -0.503 0.172 0.161
C -1.605 0.027 -0.721
N -0.798 -1.157 -0.461
H 2.354 0.520 1.188
H 2.172 -0.838 0.245
H 0.176 -0.110 1.311
H -1.492 0.415 -1.729
H -2.614 0.060 -0.320
H -1.303 -1.739 0.216
```